Entry 1:
Density functional theory data (ωB97M-V/def2-TZVPD) for C34H41BGeN13O4SeTi as an isolated structure at a distorted geometry.

```
96
Properties=species:S:1:pos:R:3
Ti 0.373 0.606 -1.039
C 0.180 3.084 -4.495
C 0.866 2.242 -3.621
N 0.033 1.769 -2.698
N -1.183 2.294 -2.948
C -1.120 3.088 -4.028
B -2.386 2.040 -1.993
N -1.919 2.538 -0.596
C -2.431 3.458 0.239
C -1.503 3.717 1.227
C -0.423 2.887 0.925
N -0.692 2.171 -0.158
N -2.578 0.511 -1.898
C -3.675 -0.263 -1.847
C -3.276 -1.567 -1.632
C -1.888 -1.504 -1.552
N -1.473 -0.249 -1.713
N -3.604 2.783 -2.503
C -3.844 4.123 -2.485
C -5.008 4.354 -3.169
C -5.422 3.077 -3.590
N -4.574 2.148 -3.195
H 0.579 3.624 -5.335
H 1.908 1.961 -3.621
H -1.993 3.593 -4.405
H -3.416 3.864 0.090
H -1.591 4.409 2.045
H 0.528 2.788 1.420
H -4.650 0.156 -1.996
H -3.896 -2.440 -1.536
H -1.191 -2.299 -1.350
H -3.175 4.814 -2.000
H -5.491 5.299 -3.344
H -6.296 2.797 -4.155
N -0.467 0.474 2.593
N 0.878 0.146 2.277
C 1.131 -0.501 1.073
O 2.259 -0.891 0.817
O 0.081 -0.661 0.289
H -0.487 0.837 3.536
H -1.044 -0.361 2.548
H 1.456 -0.183 3.034
C 4.294 -6.503 1.082
O 4.957 -6.598 -0.158
C 5.340 -5.437 -0.757
C 5.991 -5.561 -1.989
C 6.410 -4.447 -2.675
C 6.194 -3.154 -2.159
C 5.556 -3.046 -0.905
C 5.131 -4.168 -0.222
N 6.571 -2.076 -2.899
N 6.425 -0.864 -2.476
C 5.321 -0.215 -2.215
C 5.404 1.030 -1.516
C 4.301 1.624 -0.978
C 3.012 1.065 -1.149
O 1.890 1.585 -0.660
C 2.881 -0.086 -1.948
N 1.586 -0.524 -2.121
C 1.384 -1.572 -2.943
C 2.410 -2.192 -3.610
C 3.734 -1.781 -3.408
C 3.993 -0.731 -2.539
H 4.071 -7.523 1.386
H 3.360 -5.940 0.995
H 4.922 -6.034 1.845
H 6.154 -6.551 -2.393
H 6.901 -4.545 -3.635
H 5.380 -2.068 -0.476
H 4.631 -4.028 0.727
H 6.386 1.456 -1.364
H 4.406 2.523 -0.383
H 0.358 -1.886 -3.087
H 2.187 -2.999 -4.293
H 4.540 -2.264 -3.940
C -3.173 -6.168 4.798
Ge -2.914 -5.244 3.068
C -4.369 -3.948 2.788
C -2.904 -6.589 1.624
C -1.196 -4.262 3.221
Se -0.834 -2.953 1.791
C 0.389 -4.044 0.751
H -4.113 -6.720 4.804
H -3.194 -5.446 5.614
H -2.362 -6.872 4.983
H -5.297 -4.472 2.561
H -4.139 -3.270 1.966
H -4.525 -3.353 3.689
H -3.851 -7.129 1.640
H -2.100 -7.310 1.769
H -2.790 -6.131 0.642
H -0.336 -4.931 3.259
H -1.212 -3.695 4.152
H -0.042 -5.036 0.639
H 1.351 -4.092 1.255
H 0.516 -3.569 -0.218
```

Computed properties:
<S²>   1.132
Charge   0
ΔE to the lowest compared entry with this formula, charge and spin   64.9 kcal/mol
DFT total energy   -7685.79222 Ha
Gap between HOMO and LUMO (spin up / spin down)   5.2035 / 5.8723 eV
Spin multiplicity   2
E_LUMO (spin up / spin down)   -0.62 / -0.21 eV

Atom charges from the Löwdin analysis, given in e for atoms 1 to 4:
1 Ti 1.054
2 C -0.026
3 C -0.079
4 N -0.050

Entry 2:
Density functional theory data (ωB97M-V/def2-TZVPD) for C34H41Cl2InN7O3SSi as an isolated structure at a distorted geometry.

```
90
Properties=species:S:1:pos:R:3
In -0.001 0.531 -0.012
N 3.789 -0.309 -7.420
C 2.859 -0.298 -6.431
C 1.591 0.268 -6.642
C 0.688 0.376 -5.604
C 1.032 -0.103 -4.350
C 2.259 -0.707 -4.133
C 3.165 -0.815 -5.163
S 0.002 0.127 -2.941
O -1.305 0.622 -3.273
O 0.022 -1.045 -2.097
N 0.715 1.299 -2.030
C 0.323 2.509 -2.357
N 0.710 3.050 -3.515
C 0.353 4.271 -3.807
C -0.413 5.070 -2.939
C -0.890 4.451 -1.815
N -0.540 3.189 -1.529
H 3.522 -0.089 -8.363
H 4.629 -0.847 -7.295
H 1.331 0.614 -7.631
H -0.288 0.810 -5.752
H 2.473 -1.096 -3.151
H 4.117 -1.300 -5.009
H 0.677 4.629 -4.778
H -0.658 6.096 -3.164
H -1.583 4.906 -1.116
C 1.433 -1.066 0.554
Si 0.333 -2.479 1.176
C -1.445 -2.212 0.469
N -1.914 -0.827 0.496
C -2.973 -0.590 -0.492
C -4.214 -1.467 -0.274
C -4.530 -1.629 1.220
C -3.912 -0.479 2.009
C -2.387 -0.395 1.823
C 1.107 -4.049 0.447
C 1.181 -4.179 -0.939
C 1.841 -5.248 -1.516
C 2.449 -6.201 -0.715
C 2.389 -6.083 0.663
C 1.723 -5.015 1.239
C 0.300 -2.579 3.074
C -0.750 -3.189 3.758
C -0.729 -3.327 5.135
C 0.346 -2.848 5.864
C 1.405 -2.253 5.201
C 1.385 -2.132 3.824
H 1.915 -1.368 -0.368
H 2.180 -0.715 1.256
H -2.164 -2.876 0.956
H -1.382 -2.504 -0.580
H -2.563 -0.760 -1.493
H -3.247 0.468 -0.420
H -4.070 -2.447 -0.729
H -5.048 -0.992 -0.790
H -4.149 -2.578 1.601
H -5.608 -1.647 1.383
H -4.130 -0.586 3.073
H -4.369 0.453 1.669
H -1.868 -0.994 2.577
H -2.092 0.654 1.965
H 0.721 -3.427 -1.565
H 1.887 -5.337 -2.592
H 2.976 -7.029 -1.166
H 2.867 -6.822 1.290
H 1.679 -4.920 2.315
H -1.592 -3.584 3.206
H -1.547 -3.815 5.643
H 0.370 -2.951 6.937
H 2.259 -1.900 5.760
H 2.237 -1.695 3.321
Cl 2.277 2.228 0.676
C 2.094 2.055 2.427
Cl 0.623 1.169 2.813
H 2.008 3.045 2.871
H 2.951 1.513 2.825
O -2.337 2.808 -0.187
C -1.240 2.426 -0.469
C -0.831 5.497 4.361
N -0.430 5.607 2.977
C 0.211 6.841 2.574
C -0.312 4.580 2.194
N -0.195 3.721 1.433
H -1.479 6.341 4.605
H 0.036 5.529 5.029
H -1.375 4.569 4.524
H -0.449 7.680 2.799
H 0.405 6.814 1.502
H 1.159 6.988 3.103
```

Computed properties:
Charge   +1
ΔE to the lowest compared entry with this formula, charge and spin   32.5 kcal/mol
DFT total energy   -3727.20065 Ha
Gap between HOMO and LUMO   7.2328 eV
E_LUMO   -3.09 eV

Atom charges from the Löwdin analysis, given in e for atoms 1 to 4:
1 In 0.704
2 N 0.125
3 C -0.312
4 C -0.015

Entry 3:
Density functional theory data (ωB97M-V/def2-TZVPD) for C34H41ClN4O6P2SV as an isolated structure at a distorted geometry.

```
90
Properties=species:S:1:pos:R:3
V 15.439 -13.858 2.576
C 15.870 -17.314 2.253
P 16.158 -16.108 3.567
C 15.016 -16.461 4.911
N 15.187 -17.584 5.546
C 14.571 -17.819 6.726
C 14.796 -19.093 7.397
C 14.195 -19.258 8.607
C 13.300 -18.248 9.128
C 12.963 -17.098 8.443
C 13.604 -16.917 7.179
N 13.313 -15.818 6.395
C 14.070 -15.530 5.342
P 13.459 -14.267 4.231
C 11.885 -14.948 3.668
C 13.183 -12.585 5.180
C 12.920 -11.680 4.029
C 14.380 -12.310 6.112
C 11.844 -12.576 5.986
C 17.939 -16.134 4.232
C 18.945 -15.610 3.125
C 18.161 -17.589 4.387
C 18.095 -15.200 5.442
H 15.743 -18.300 2.682
H 16.661 -17.362 1.500
H 14.861 -17.023 1.883
H 15.551 -19.702 6.904
H 14.335 -20.159 9.174
H 12.887 -18.460 10.112
H 12.176 -16.422 8.728
H 11.347 -15.054 4.598
H 11.868 -15.874 3.064
H 11.456 -14.130 3.176
H 13.749 -11.678 3.311
H 12.712 -10.691 4.359
H 12.059 -12.070 3.385
H 15.365 -12.646 5.923
H 14.148 -12.695 7.095
H 14.518 -11.180 6.163
H 11.002 -12.733 5.296
H 11.774 -11.622 6.490
H 11.850 -13.380 6.696
H 18.751 -16.271 2.241
H 19.928 -15.989 3.503
H 18.962 -14.544 2.910
H 18.170 -18.079 3.404
H 17.427 -18.039 5.015
H 19.105 -17.711 4.884
H 17.383 -14.373 5.444
H 19.116 -14.888 5.560
H 17.966 -15.765 6.396
C 15.879 -12.778 -5.100
C 16.181 -13.296 -3.738
C 15.099 -13.424 -2.830
C 15.463 -13.525 -1.472
C 16.779 -13.450 -1.152
C 17.836 -13.454 -2.058
C 17.492 -13.396 -3.376
S 17.268 -13.434 0.537
O 18.645 -13.039 0.746
O 16.831 -14.673 1.357
N 16.248 -12.511 1.381
C 15.529 -11.442 0.940
C 16.064 -10.284 0.316
C 15.166 -9.345 -0.147
C 13.805 -9.604 -0.179
C 13.215 -10.720 0.492
C 11.889 -11.238 0.295
C 11.691 -12.589 0.581
C 12.656 -13.403 1.154
N 13.813 -12.916 1.499
C 14.141 -11.619 1.033
H 16.846 -12.645 -5.652
H 15.308 -11.888 -5.028
H 15.400 -13.528 -5.672
H 14.085 -13.438 -3.160
H 14.696 -13.537 -0.713
H 18.864 -13.323 -1.670
H 18.187 -13.195 -4.155
H 17.090 -10.166 0.176
H 15.636 -8.449 -0.588
H 13.168 -8.864 -0.628
H 11.274 -10.608 -0.284
H 10.816 -13.104 0.410
H 12.451 -14.455 1.559
O 17.805 -12.098 5.517
Cl 17.402 -11.869 4.226
O 18.410 -12.009 3.263
O 16.503 -10.771 4.097
O 16.067 -13.120 3.941
```

Computed properties:
Charge   +3
DFT total energy   -4474.41616 Ha
Gap between HOMO and LUMO (spin up / spin down)   5.1785 / 5.1722 eV
E_LUMO (spin up / spin down)   -11.09 / -11.10 eV

Atom charges from the Löwdin analysis, given in e for atoms 1 to 4:
1 V 0.812
2 C -0.183
3 P 1.099
4 C -0.421

charge of number 3 (C34H41ClN4O6P2SV)?
+3

Please write out number 2 again, unchanged.
Density functional theory data (ωB97M-V/def2-TZVPD) for C34H41Cl2InN7O3SSi as an isolated structure at a distorted geometry.

```
90
Properties=species:S:1:pos:R:3
In -0.001 0.531 -0.012
N 3.789 -0.309 -7.420
C 2.859 -0.298 -6.431
C 1.591 0.268 -6.642
C 0.688 0.376 -5.604
C 1.032 -0.103 -4.350
C 2.259 -0.707 -4.133
C 3.165 -0.815 -5.163
S 0.002 0.127 -2.941
O -1.305 0.622 -3.273
O 0.022 -1.045 -2.097
N 0.715 1.299 -2.030
C 0.323 2.509 -2.357
N 0.710 3.050 -3.515
C 0.353 4.271 -3.807
C -0.413 5.070 -2.939
C -0.890 4.451 -1.815
N -0.540 3.189 -1.529
H 3.522 -0.089 -8.363
H 4.629 -0.847 -7.295
H 1.331 0.614 -7.631
H -0.288 0.810 -5.752
H 2.473 -1.096 -3.151
H 4.117 -1.300 -5.009
H 0.677 4.629 -4.778
H -0.658 6.096 -3.164
H -1.583 4.906 -1.116
C 1.433 -1.066 0.554
Si 0.333 -2.479 1.176
C -1.445 -2.212 0.469
N -1.914 -0.827 0.496
C -2.973 -0.590 -0.492
C -4.214 -1.467 -0.274
C -4.530 -1.629 1.220
C -3.912 -0.479 2.009
C -2.387 -0.395 1.823
C 1.107 -4.049 0.447
C 1.181 -4.179 -0.939
C 1.841 -5.248 -1.516
C 2.449 -6.201 -0.715
C 2.389 -6.083 0.663
C 1.723 -5.015 1.239
C 0.300 -2.579 3.074
C -0.750 -3.189 3.758
C -0.729 -3.327 5.135
C 0.346 -2.848 5.864
C 1.405 -2.253 5.201
C 1.385 -2.132 3.824
H 1.915 -1.368 -0.368
H 2.180 -0.715 1.256
H -2.164 -2.876 0.956
H -1.382 -2.504 -0.580
H -2.563 -0.760 -1.493
H -3.247 0.468 -0.420
H -4.070 -2.447 -0.729
H -5.048 -0.992 -0.790
H -4.149 -2.578 1.601
H -5.608 -1.647 1.383
H -4.130 -0.586 3.073
H -4.369 0.453 1.669
H -1.868 -0.994 2.577
H -2.092 0.654 1.965
H 0.721 -3.427 -1.565
H 1.887 -5.337 -2.592
H 2.976 -7.029 -1.166
H 2.867 -6.822 1.290
H 1.679 -4.920 2.315
H -1.592 -3.584 3.206
H -1.547 -3.815 5.643
H 0.370 -2.951 6.937
H 2.259 -1.900 5.760
H 2.237 -1.695 3.321
Cl 2.277 2.228 0.676
C 2.094 2.055 2.427
Cl 0.623 1.169 2.813
H 2.008 3.045 2.871
H 2.951 1.513 2.825
O -2.337 2.808 -0.187
C -1.240 2.426 -0.469
C -0.831 5.497 4.361
N -0.430 5.607 2.977
C 0.211 6.841 2.574
C -0.312 4.580 2.194
N -0.195 3.721 1.433
H -1.479 6.341 4.605
H 0.036 5.529 5.029
H -1.375 4.569 4.524
H -0.449 7.680 2.799
H 0.405 6.814 1.502
H 1.159 6.988 3.103
```

Computed properties:
Charge   +1
ΔE to the lowest compared entry with this formula, charge and spin   32.5 kcal/mol
DFT total energy   -3727.20065 Ha
Gap between HOMO and LUMO   7.2328 eV
E_LUMO   -3.09 eV

Atom charges from the Löwdin analysis, given in e for atoms 1 to 4:
1 In 0.704
2 N 0.125
3 C -0.312
4 C -0.015